ORCA calculation (ωB97M-V with the def2-TZVPD basis set) on an isolated molecule of C16H22ClF3NO4PS in a non-equilibrium geometry.

Calculated values
DFT total energy, hartree: -2477.73242
HOMO-LUMO gap, eV: 8.8827
E_HOMO, hartree: -0.3102

The geometry in XYZ format:
```
49
Properties=species:S:1:pos:R:3:forces:R:3:nbo_charge:R:1
C 4.81519 -0.45940 0.39358 0.95 -0.15 0.50 -0.20
C 3.77230 -0.03060 0.02345 -0.72 0.02 -0.32 -0.03
C 2.47157 0.48510 -0.35999 0.05 0.13 0.03 -0.49
C 1.42642 0.27837 0.76094 -0.21 -0.37 -0.37 -0.25
C 1.55504 -1.15551 1.34811 0.31 -0.03 -0.18 0.06
C 1.70123 -2.33588 0.39088 0.47 -0.63 0.63 -0.26
N 2.83686 -3.19391 0.80947 -0.41 0.39 -0.06 -0.84
O 0.51551 -1.51183 2.29430 -0.10 0.51 -0.02 -0.70
S 0.29517 -0.34642 3.38704 0.20 -0.24 0.18 1.78
O -0.34316 -0.98511 4.49397 -0.23 -0.17 0.32 -0.90
O -0.97638 0.42767 2.64768 0.51 0.02 -0.22 -0.70
C -0.68119 1.38368 1.65128 -0.90 0.18 0.12 0.22
Cl 0.35420 2.72715 2.32771 0.28 0.07 0.14 -0.05
C -1.97587 2.03777 1.46774 0.58 -0.40 -0.69 -0.05
C -3.02401 2.55470 1.24573 -0.56 0.48 0.87 -0.15
C -0.02007 0.79143 0.38310 0.00 -0.14 -1.01 -0.34
C 0.15342 1.83202 -0.73216 -0.14 0.72 0.53 -0.09
O -1.08987 2.45383 -1.10986 0.00 0.54 -0.28 -0.53
C -0.98086 3.73978 -1.50600 -0.44 0.05 -0.16 1.17
F -0.01196 3.91009 -2.44947 -0.56 -0.01 0.53 -0.33
F -0.68796 4.57690 -0.48143 -0.12 -0.41 -0.66 -0.32
F -2.16647 4.12454 -2.04348 1.10 -0.35 0.54 -0.31
P -1.06683 -0.66239 -0.32563 0.25 -0.96 0.81 0.83
C -0.38848 -1.01949 -2.01862 -0.33 0.28 -0.35 -0.73
C -0.60386 -2.51029 -2.35109 -0.13 0.25 0.72 -0.62
C -2.78220 -0.12549 -0.71188 -0.26 0.00 0.20 -0.73
C -3.74766 -0.58892 0.39843 -0.07 -0.05 -0.48 -0.61
H 5.73528 -0.75862 0.82432 0.18 -0.18 -0.09 0.24
H 2.63529 1.54729 -0.51515 -0.20 0.22 -0.08 0.25
H 2.16403 0.08094 -1.31747 0.06 -0.20 -0.08 0.23
H 1.82510 0.92111 1.53821 -0.31 0.23 0.25 0.25
H 2.47618 -1.16253 1.91863 0.27 0.15 0.02 0.23
H 0.79097 -2.91636 0.46372 -0.35 0.04 -0.29 0.23
H 1.87054 -2.03160 -0.63167 -0.22 0.22 -0.24 0.19
H 2.50569 -4.10680 1.07780 0.10 -0.15 -0.06 0.37
H 3.48990 -3.28000 0.04771 0.17 -0.19 0.04 0.36
H -3.93662 3.08148 1.36703 -0.24 0.03 -0.42 0.24
H 0.52736 1.37486 -1.63432 0.30 -0.15 -0.07 0.20
H 0.83102 2.61142 -0.39187 0.14 0.15 -0.06 0.21
H -0.94658 -0.42163 -2.73565 0.08 0.25 -0.17 0.23
H 0.65404 -0.76184 -2.15589 0.14 0.07 0.19 0.22
H -0.85032 -3.03682 -1.43213 0.01 -0.25 0.09 0.22
H -1.44930 -2.64702 -3.01192 0.00 -0.09 -0.34 0.22
H 0.29452 -2.96791 -2.74505 0.05 -0.08 -0.33 0.22
H -2.91046 0.92223 -0.94806 0.17 0.18 0.02 0.25
H -3.04776 -0.67396 -1.61275 0.19 -0.08 -0.27 0.23
H -3.23154 -0.82828 1.31846 0.02 0.12 0.30 0.22
H -4.52321 0.14574 0.57651 -0.04 0.21 0.19 0.21
H -4.25421 -1.48949 0.06577 -0.04 -0.25 0.08 0.21
```
Forces are in eV/Å.

=====

ORCA calculation (ωB97M-V with the def2-TZVPD basis set) on a cluster of 2 separate species, C6H15N2 in total in a non-equilibrium geometry.

Calculated values
Energy above the lowest of the compared OMol25 structures with the same formula, charge and spin, kcal per mole: 61.32
DFT total energy, hartree: -346.81485
HOMO-LUMO gap, eV: 8.7883
Total charge: +1
E_HOMO, hartree: -0.4539

The geometry in XYZ format:
```
23
Properties=species:S:1:pos:R:3:forces:R:3:nbo_charge:R:1
C 0.97337 -1.63071 0.53820 -1.29 -0.21 -0.75 -0.19
C 1.19542 -1.29289 -0.74425 0.60 0.58 -0.60 -0.21
C 0.20695 -1.33208 -1.93390 0.02 -0.22 0.34 -0.66
C 2.02254 -1.79924 1.61386 1.80 -0.59 -0.26 -0.66
H -0.10496 -1.87915 0.74618 1.12 0.07 0.20 0.19
H 2.21445 -0.98006 -1.07000 -0.58 -0.45 0.43 0.20
H 0.17752 -0.40171 -2.57801 0.32 -0.91 0.76 0.21
H 0.51681 -2.18143 -2.60564 -0.46 0.84 0.59 0.25
H -0.82705 -1.51813 -1.55986 0.61 -0.08 -0.35 0.19
H 3.04929 -1.62790 1.11319 -1.49 -0.09 0.89 0.22
H 2.10350 -2.87765 2.01989 -0.51 1.70 -0.60 0.24
H 1.93822 -1.09511 2.48124 -0.11 -0.65 -0.74 0.22
C -1.25023 1.40204 -0.42486 1.07 1.38 1.87 -0.24
C -0.72753 2.07515 0.66510 -0.51 -0.45 -0.91 0.07
N 0.58697 2.31558 0.99878 -0.97 -0.96 -0.85 -0.75
N -2.74091 1.36272 -0.52016 0.71 -0.43 0.76 -0.68
H -0.70296 0.78840 -1.13095 -0.26 0.26 0.10 0.25
H -1.41531 2.54083 1.39559 0.20 -0.20 -0.57 0.20
H 0.73769 2.44467 1.97960 0.18 0.21 0.30 0.40
H 1.27308 1.70958 0.56166 -0.02 0.16 0.03 0.41
H -3.00665 0.41461 -0.22100 -0.47 0.39 -0.07 0.44
H -3.09479 1.49761 -1.47251 0.04 0.30 0.23 0.45
H -3.12542 2.06486 0.14784 -0.01 -0.63 -0.80 0.45
```
Forces are in eV/Å.

=====

ORCA calculation (ωB97M-V with the def2-TZVPD basis set) on a cluster of 2 separate species, C2O3 in total in a non-equilibrium geometry.

Calculated values
Energy above the lowest of the compared OMol25 structures with the same formula, charge and spin, kcal per mole: 10.86
DFT total energy, hartree: -301.94614
HOMO-LUMO gap, eV: 13.2301
E_HOMO, hartree: -0.4722

The geometry in XYZ format:
```
5
Properties=species:S:1:pos:R:3:forces:R:3:nbo_charge:R:1
C 0.97889 -2.25297 -1.65288 -5.77 1.01 -8.02 1.03
C -1.60865 2.76477 2.78685 0.08 0.13 -0.05 0.50
O 1.62041 -2.52729 -0.76967 1.68 -0.32 2.33 -0.47
O -1.07063 3.68034 2.41388 -0.08 -0.13 0.05 -0.50
O 0.24983 -2.06655 -2.66299 4.09 -0.69 5.69 -0.56
```
Forces are in eV/Å.

=====

ORCA calculation (ωB97M-V with the def2-TZVPD basis set) on a cluster of 4 separate species, C40H50F2N4O6PS in total in a non-equilibrium geometry.

Calculated values
DFT total energy, hartree: -3163.75617
HOMO-LUMO gap, eV: 7.4057
Total charge: +1
E_HOMO, hartree: -0.3975

The geometry in XYZ format:
```
104
Properties=species:S:1:pos:R:3:forces:R:3:lowdin_charge:R:1
C 2.32937 -4.69489 0.31528 0.15 0.10 -0.43 0.01
C 2.65766 -3.22947 0.59292 -0.38 -0.74 0.53 -0.30
F 3.90638 -3.16355 1.15064 0.27 0.17 -0.12 0.04
C 2.61466 -2.28915 -0.61388 1.27 1.26 -1.12 -0.28
N 3.85086 -2.26678 -1.40536 -0.61 -1.01 0.34 0.11
C 4.50341 -3.28017 -1.63438 -0.21 0.55 0.49 -0.76
S 5.36751 -4.52368 -1.88369 0.36 -0.27 -0.29 0.90
N 1.54310 -2.75253 -1.57721 0.29 -0.32 -0.27 0.15
C 0.28186 -2.43572 -0.88301 -0.35 0.74 -0.18 -0.03
C 0.51771 -0.95326 -0.41541 0.06 -1.14 -0.50 -0.17
C -0.21066 -0.90069 0.93760 -0.46 0.49 -0.01 -0.14
O -0.47550 0.39540 1.41214 0.05 -0.06 -0.07 -0.06
C -1.72476 0.55806 2.00401 -0.37 0.17 0.65 -0.26
C -1.75742 0.93625 3.34557 -0.08 -0.05 -0.08 -0.01
C -2.97215 1.13559 3.99917 0.09 -0.07 -0.76 -0.07
C -4.16337 0.95728 3.29973 0.34 0.02 -0.17 -0.09
C -4.13149 0.57560 1.95857 0.42 0.21 0.46 -0.06
C -2.91420 0.38275 1.30807 -0.14 -0.11 0.07 -0.01
C -0.25959 -0.17376 -1.48911 0.64 -0.01 -0.05 -0.38
O -1.11162 0.61089 -1.24621 -0.57 0.75 0.16 0.19
N 0.02968 -0.48059 -2.86725 0.18 -0.02 0.15 0.17
C -0.88841 0.19287 -3.72988 0.45 -0.29 0.27 -0.56
O -1.89214 -0.27848 -4.08295 -1.55 -0.85 -0.62 0.23
F -0.47055 1.33925 -4.15055 0.66 1.16 0.03 0.21
C 2.13647 -0.79276 -0.35172 -0.79 -0.04 0.95 -0.24
C 2.50144 -0.26461 1.05389 0.66 0.21 0.11 -0.12
C 3.87470 0.39434 1.22790 0.13 -0.31 -0.03 -0.18
C 5.13060 -0.46043 1.11031 0.48 0.85 0.61 -0.21
C 6.33870 0.46390 1.32565 0.00 0.04 -0.88 -0.18
C 6.60677 1.33994 0.08176 -0.73 0.18 0.18 -0.28
N 6.70697 2.75697 0.43235 0.30 0.02 -0.20 0.00
C 2.74238 0.16097 -1.38425 -0.80 -0.41 -0.44 -0.14
P 2.35809 1.93959 -1.30944 1.49 1.22 -0.56 0.43
O 3.54775 2.72486 -0.97441 0.28 -0.18 0.46 -0.25
O 1.87297 2.27223 -2.78255 -0.96 -0.41 0.26 -0.10
O 1.10661 2.29524 -0.41066 -0.45 -0.53 -0.07 -0.08
H 1.28970 -4.94164 0.49697 -0.18 0.03 0.10 0.09
H 2.94114 -5.30126 0.96905 0.05 -0.09 0.26 0.11
H 2.58099 -5.01113 -0.69369 0.13 -0.10 -0.14 0.06
H 1.97154 -2.87384 1.35559 -0.15 0.15 0.04 0.14
H 1.73076 -2.16803 -2.40090 -0.44 0.21 0.02 0.17
H 1.64603 -3.70848 -1.92744 0.03 -0.15 0.49 0.18
H 0.07867 -3.12047 -0.07176 0.52 -0.20 0.29 0.14
H -0.58495 -2.54443 -1.52640 0.01 -0.03 -0.25 0.15
H 0.36957 -1.43162 1.69183 0.11 -0.22 -0.02 0.13
H -1.14921 -1.44327 0.82118 -0.20 -0.03 -0.04 0.14
H -0.82718 1.06812 3.87872 0.11 0.02 0.00 0.12
H -2.97542 1.43955 5.03167 -0.04 0.00 0.18 0.11
H -5.10226 1.12154 3.80180 -0.17 -0.01 0.02 0.11
H -5.05333 0.45305 1.41501 -0.13 -0.06 -0.11 0.09
H -2.91385 0.10155 0.26783 0.08 0.01 -0.15 0.10
H -0.14382 -1.45257 -3.09846 0.12 -0.09 0.18 0.13
H 1.77601 0.49429 1.32362 -0.25 0.03 -0.08 0.10
H 2.39547 -1.01826 1.82643 0.01 -0.25 0.04 0.11
H 3.99163 1.26143 0.58340 -0.13 0.06 -0.03 0.07
H 3.88305 0.78980 2.24074 -0.09 0.12 0.21 0.13
H 5.13670 -1.19454 1.90914 -0.08 -0.46 -0.17 0.11
H 5.26474 -0.90771 0.13106 -0.23 -0.43 -0.06 0.09
H 7.22940 -0.12415 1.51344 0.12 -0.10 0.38 0.11
H 6.14955 1.13700 2.15446 0.13 -0.01 0.31 0.11
H 5.77673 1.19088 -0.62102 0.00 -0.09 -0.18 0.08
H 7.49827 1.01272 -0.43967 0.30 0.05 0.04 0.11
H 5.78054 3.16760 0.44742 -0.10 -0.04 0.07 0.05
H 7.19539 3.25625 -0.30121 0.08 0.03 0.04 0.07
H 3.82250 0.13647 -1.34424 0.24 -0.05 0.24 0.09
H 2.48862 -0.17252 -2.38692 -0.05 0.17 -0.28 0.09
H 1.11664 2.87661 -2.74281 0.01 0.13 -0.36 0.08
H 1.36006 2.52584 0.49152 -0.08 0.16 0.05 0.11
C -4.97484 -2.86758 5.55058 0.01 -0.01 0.01 -0.09
C -4.01266 -2.24626 4.76717 0.00 -0.08 0.01 -0.09
C -2.66556 -2.42795 5.05037 0.01 -0.03 -0.01 -0.10
C -2.28073 -3.23524 6.11194 0.01 0.01 -0.02 -0.10
C -3.24399 -3.85832 6.89347 0.01 -0.01 0.01 -0.09
C -4.59051 -3.67214 6.61474 0.00 0.00 0.00 -0.09
H -6.02531 -2.72421 5.33301 -0.01 0.00 0.00 0.10
H -4.30991 -1.62119 3.93775 0.00 0.02 -0.02 0.08
H -1.91585 -1.93402 4.44359 -0.01 0.03 0.00 0.08
H -1.23038 -3.37739 6.33306 0.00 0.00 0.01 0.10
H -2.94493 -4.48757 7.72138 0.00 0.00 0.01 0.10
H -5.34102 -4.15376 7.22752 0.00 -0.01 0.00 0.10
C -7.61958 -2.37375 -2.76773 0.01 0.00 0.00 -0.09
C -7.85561 -1.99642 -1.45320 0.00 -0.01 0.01 -0.09
C -6.97492 -1.13917 -0.80894 0.03 0.01 0.02 -0.10
C -5.86221 -0.65457 -1.48254 0.04 -0.02 0.02 -0.10
C -5.62621 -1.02930 -2.79836 0.02 -0.01 0.01 -0.10
C -6.50460 -1.89180 -3.43967 0.00 -0.01 0.00 -0.09
H -8.30654 -3.04227 -3.26972 -0.01 0.00 0.00 0.10
H -8.72709 -2.36931 -0.93139 0.00 0.00 0.00 0.10
H -7.15831 -0.84805 0.21784 -0.02 0.01 0.00 0.10
H -5.17618 0.01947 -0.98308 -0.02 0.03 -0.02 0.08
H -4.76046 -0.64709 -3.32379 0.01 0.02 -0.02 0.09
H -6.32221 -2.18580 -4.46518 -0.01 0.01 -0.01 0.10
C 0.13270 7.81801 -4.92643 0.01 0.00 0.01 -0.09
C 0.04516 6.51717 -5.40053 -0.02 -0.01 -0.02 -0.09
C 0.76122 5.50398 -4.77830 -0.01 -0.01 0.05 -0.10
C 1.55798 5.79143 -3.67783 -0.06 -0.12 -0.02 -0.10
C 1.64307 7.09217 -3.20210 0.01 0.00 0.05 -0.09
C 0.93293 8.10579 -3.82886 -0.01 0.00 -0.01 -0.09
H -0.42230 8.60916 -5.41304 0.00 0.00 0.00 0.10
H -0.57898 6.29348 -6.25584 0.00 0.00 -0.01 0.10
H 0.69955 4.48936 -5.15406 0.01 0.00 -0.03 0.09
H 2.11443 4.99622 -3.19555 0.11 0.07 0.01 0.08
H 2.26383 7.31532 -2.34419 0.01 0.00 0.00 0.10
H 1.00258 9.12134 -3.46207 0.00 0.00 0.00 0.10
```
Forces are in eV/Å.